{
  "formula": "C3H9NO2",
  "method": "ωB97M-V/def2-TZVPD",
  "fmax_ha_per_bohr": 0.047,
  "lumo_ev": 0.853,
  "smiles": "CCNC=O.O",
  "energy_ha": -324.9271,
  "relative_energy_kcal_mol": 28.5,
  "homo_energy_ha": -0.363,
  "gap_ev": 10.74,
  "elements": ["C", "N", "C", "C", "O", "H", "H", "H", "H", "H", "H", "H", "H", "H", "O"],
  "xyz": [[-1.3436, 0.5326, -0.8829], [-0.2485, -0.2010, -0.5921], [-0.2008, -1.4149, 0.2108], [1.1844, -2.1074, 0.2775], [-1.3765, 1.7397, -1.0095], [-2.2106, -0.1132, -0.6681], [0.6596, 0.0924, -0.9299], [-0.8382, -2.2056, -0.2025], [-0.4674, -1.1374, 1.2299], [1.6496, -2.1689, -0.7135], [1.0164, -3.1011, 0.6605], [1.8507, -1.4685, 0.8503], [0.4442, 3.3381, 0.1192], [-0.4561, 4.3642, 0.7176], [0.3368, 3.8510, 0.9328]]
}



{
  "formula": "C24H32Cl2IrN3O4PS3Te",
  "method": "ωB97M-V/def2-TZVPD",
  "charge": 1,
  "fmax_ha_per_bohr": 0.014,
  "lumo_ev": -2.298,
  "energy_ha": -4227.6126,
  "relative_energy_kcal_mol": 9.8,
  "homo_energy_ha": -0.360,
  "gap_ev": 7.50,
  "elements": ["Ir", "C", "C", "N", "C", "C", "S", "C", "C", "S", "C", "N", "C", "H", "H", "H", "H", "H", "H", "H", "H", "Cl", "C", "C", "C", "C", "C", "Cl", "C", "S", "H", "H", "H", "C", "C", "O", "P", "O", "Te", "O", "C", "C", "H", "H", "H", "H", "H", "H", "H", "H", "H", "H", "O", "C", "C", "C", "C", "C", "C", "N", "H", "H", "H", "H", "H", "H", "H", "H", "H", "H", "H"],
  "xyz": [[-0.1943, -0.2540, 0.0174], [-1.6110, -0.5258, 3.5042], [-2.1699, -1.2846, 2.3514], [-1.8578, -1.1540, 1.0834], [-2.5634, -2.0505, 0.2932], [-3.4230, -2.8484, 0.9683], [-3.3522, -2.4856, 2.6315], [-2.3167, -2.0276, -1.1401], [-3.0381, -2.6238, -2.1176], [-2.4361, -2.1420, -3.6377], [-1.2448, -1.1646, -2.8944], [-1.2800, -1.2346, -1.5870], [-0.3398, -0.3346, -3.7359], [-0.5241, -0.5521, 3.4787], [-1.9572, -0.9599, 4.4413], [-1.9178, 0.5183, 3.4634], [-4.0676, -3.6150, 0.5724], [-3.8989, -3.2630, -2.0176], [-0.7505, -0.2412, -4.7404], [0.6485, -0.7870, -3.7966], [-0.2224, 0.6524, -3.2938], [1.3182, -2.8035, -2.1192], [2.8251, -2.1575, -1.5362], [3.8798, -3.0560, -1.4720], [5.1228, -2.6322, -1.0393], [5.2957, -1.3035, -0.6860], [4.2278, -0.4223, -0.7546], [4.5594, 1.2118, -0.2750], [2.9325, -0.8129, -1.1730], [1.6681, 0.4117, -1.2374], [3.7129, -4.0799, -1.7785], [5.9530, -3.3237, -0.9928], [6.2558, -0.9349, -0.3525], [2.0813, 4.3497, -1.6069], [0.8508, 4.4752, -0.7485], [-0.0432, 3.3705, -1.0694], [-0.7722, 2.5581, 0.0689], [-1.3569, 1.3210, -0.6291], [0.6012, 1.5798, 1.7419], [-1.8626, 3.5084, 0.6775], [-2.8061, 4.2541, -0.1525], [-4.0206, 3.4138, -0.4633], [2.7481, 5.1924, -1.4195], [1.8112, 4.3492, -2.6627], [2.6048, 3.4224, -1.3789], [0.3013, 5.3965, -0.9403], [1.1051, 4.4342, 0.3134], [-2.2941, 4.5801, -1.0582], [-3.0573, 5.1282, 0.4424], [-3.7393, 2.5111, -1.0054], [-4.7103, 3.9889, -1.0824], [-4.5361, 3.1291, 0.4535], [0.9684, -1.6136, 1.2283], [1.6717, -2.5580, 1.6291], [1.0953, -3.6779, 2.4557], [1.1129, -5.0443, 1.7323], [2.2294, -5.2169, 0.7024], [3.6478, -5.0040, 1.2223], [3.8741, -3.6351, 1.8857], [2.9817, -2.5872, 1.3985], [0.0776, -3.3969, 2.7223], [1.6693, -3.7368, 3.3832], [0.1584, -5.1795, 1.2203], [1.1731, -5.8298, 2.4884], [2.0512, -4.5290, -0.1278], [2.1599, -6.2195, 0.2771], [4.3389, -5.1210, 0.3855], [3.9070, -5.7772, 1.9494], [4.8896, -3.2887, 1.7072], [3.7595, -3.7080, 2.9679], [3.3495, -1.8549, 0.8042]]
}



{
  "formula": "C37H97O24P5S3",
  "method": "ωB97M-V/def2-TZVPD",
  "fmax_ha_per_bohr": 0.059,
  "lumo_ev": 0.443,
  "energy_ha": -6175.3903,
  "homo_energy_ha": -0.315,
  "gap_ev": 9.01,
  "elements": ["C", "C", "O", "P", "O", "O", "C", "C", "O", "C", "C", "H", "H", "H", "H", "H", "H", "H", "H", "H", "H", "H", "H", "H", "H", "H", "C", "C", "O", "P", "O", "O", "C", "C", "O", "C", "C", "H", "H", "H", "H", "H", "H", "H", "H", "H", "H", "H", "H", "H", "H", "H", "C", "C", "O", "P", "O", "O", "C", "C", "O", "C", "C", "H", "H", "H", "H", "H", "H", "H", "H", "H", "H", "H", "H", "H", "H", "H", "C", "C", "O", "P", "O", "O", "C", "C", "O", "C", "C", "H", "H", "H", "H", "H", "H", "H", "H", "H", "H", "H", "H", "H", "H", "H", "C", "C", "O", "P", "O", "O", "C", "C", "O", "C", "C", "H", "H", "H", "H", "H", "H", "H", "H", "H", "H", "H", "H", "H", "H", "H", "C", "S", "O", "C", "H", "H", "H", "H", "H", "H", "C", "S", "O", "C", "H", "H", "H", "H", "H", "H", "C", "S", "O", "C", "H", "H", "H", "H", "H", "H", "C", "O", "H", "H", "H", "H"],
  "xyz": [[14.7325, 14.1943, 15.3337], [15.4071, 14.4069, 16.6208], [15.3757, 13.1288, 17.3385], [15.9821, 12.7925, 18.7532], [17.3764, 12.4591, 18.8214], [15.6918, 14.0192, 19.7119], [16.7732, 14.5581, 20.5975], [17.6276, 15.4936, 19.7657], [14.9892, 11.6359, 19.0923], [13.5580, 11.8630, 19.1961], [12.9228, 10.5475, 18.8724], [15.3569, 14.6032, 14.5697], [14.6384, 13.1351, 15.0775], [13.7244, 14.6513, 15.2385], [16.4630, 14.5976, 16.4689], [15.0681, 15.1710, 17.2716], [16.2347, 14.9926, 21.4089], [17.4198, 13.7898, 20.9862], [17.9593, 14.8798, 18.9254], [17.1678, 16.3938, 19.4376], [18.6078, 15.6170, 20.3281], [13.2320, 12.1629, 20.1886], [13.2094, 12.5976, 18.4848], [13.2361, 10.1453, 17.8739], [13.3153, 9.8731, 19.5869], [11.8395, 10.5349, 19.0383], [17.9232, 11.4306, 15.5141], [18.9107, 12.5200, 15.6777], [18.9501, 13.2977, 14.5082], [19.2013, 14.8234, 14.4334], [18.5100, 15.5553, 15.4929], [20.8157, 15.0642, 14.3067], [21.5172, 15.8818, 15.2293], [22.2596, 15.0773, 16.2863], [18.6493, 15.0342, 12.9486], [18.8829, 16.2967, 12.3397], [17.9828, 16.4184, 11.0893], [18.0545, 11.0249, 14.5325], [18.0835, 10.7040, 16.3058], [16.8285, 11.7482, 15.6012], [18.6575, 13.1122, 16.6421], [19.9037, 12.0722, 15.7867], [22.1952, 16.4594, 14.6604], [20.7569, 16.4871, 15.8031], [22.6519, 15.7578, 17.0212], [21.5867, 14.5268, 16.9583], [23.0278, 14.4072, 15.9663], [18.7850, 17.1884, 13.0334], [19.8601, 16.3566, 11.9362], [18.2891, 17.2712, 10.4294], [18.0435, 15.4694, 10.5529], [16.9312, 16.5567, 11.3889], [13.9078, 22.1838, 15.3838], [15.0591, 22.2302, 16.4328], [15.2481, 21.0262, 17.2756], [14.5012, 20.6930, 18.5928], [15.2606, 19.6099, 19.2135], [14.3508, 22.0365, 19.3470], [13.8389, 22.0153, 20.6790], [14.8546, 21.4908, 21.6893], [13.0002, 20.2794, 18.2680], [12.4930, 18.9665, 18.4623], [12.5059, 18.4992, 19.9057], [14.1669, 21.4431, 14.6945], [12.8681, 21.9475, 15.7769], [13.9949, 23.1683, 14.9564], [16.0125, 22.3417, 15.9546], [14.8512, 23.0520, 17.0804], [13.5014, 23.0507, 20.7542], [12.8929, 21.4093, 20.7010], [15.8236, 21.9300, 21.4326], [14.5751, 21.9099, 22.6041], [14.8975, 20.4205, 21.6066], [11.5078, 19.0392, 17.9777], [13.0255, 18.2405, 17.8313], [11.8824, 17.5808, 20.0450], [13.5276, 18.4504, 20.3450], [11.8858, 19.2119, 20.5361], [16.2583, 19.6019, 12.9581], [17.0400, 20.3682, 11.9306], [16.2921, 20.7585, 10.8116], [16.8624, 20.5203, 9.3436], [17.4709, 19.1573, 9.2408], [15.6275, 20.9063, 8.4116], [14.5029, 19.8573, 8.3825], [13.6674, 20.0295, 9.5870], [17.6890, 21.8031, 8.9503], [18.7759, 21.5803, 8.0860], [18.9119, 22.7953, 7.0266], [16.8526, 19.0288, 13.6987], [15.6697, 20.2021, 13.6304], [15.5160, 18.8800, 12.5784], [17.4940, 21.3289, 12.3247], [17.8690, 19.6931, 11.6089], [14.1086, 20.1428, 7.4221], [14.9553, 18.8568, 8.2400], [12.6313, 19.6107, 9.5798], [14.1583, 19.8004, 10.5093], [13.4916, 21.1242, 9.5963], [19.6509, 21.4243, 8.6537], [18.5372, 20.6547, 7.5546], [19.1787, 22.2639, 6.0853], [17.9351, 23.2498, 6.8562], [19.7314, 23.4285, 7.4044], [28.2629, 20.7445, 13.4521], [27.0638, 19.8872, 13.1273], [25.9117, 20.6899, 13.5359], [24.4531, 20.6743, 12.9642], [23.6142, 21.6255, 13.6726], [24.6211, 20.8015, 11.3587], [25.1650, 21.9981, 10.6931], [24.2837, 23.2960, 10.9412], [24.0702, 19.1424, 13.0336], [22.6106, 18.8399, 13.0980], [21.9576, 19.1473, 11.7383], [28.1691, 21.7050, 12.9424], [28.4603, 20.9047, 14.4733], [29.1890, 20.2420, 13.0149], [27.0554, 19.5989, 12.1152], [27.0137, 18.9849, 13.7215], [26.1738, 22.1089, 10.9594], [25.1708, 21.7309, 9.6195], [24.8080, 24.1546, 10.5455], [23.3152, 23.1287, 10.4955], [24.0924, 23.4099, 12.0059], [22.4655, 17.7642, 13.2930], [22.2016, 19.4137, 13.9102], [22.5023, 18.5801, 11.0103], [20.8883, 19.0937, 11.8456], [22.1787, 20.2029, 11.5673], [19.8989, 21.6156, 14.0780], [19.4826, 23.2542, 14.7741], [18.0005, 23.4324, 14.7516], [20.1186, 22.7883, 16.4992], [20.9984, 21.5335, 14.2299], [19.6978, 21.7076, 13.0286], [19.3562, 20.7991, 14.4930], [21.1061, 22.2852, 16.2520], [19.3908, 22.1233, 16.9579], [20.2151, 23.7537, 17.0668], [20.6410, 18.4131, 20.2559], [21.5883, 19.9030, 20.8047], [23.0139, 19.5686, 20.4539], [20.8962, 21.1662, 19.6840], [21.1538, 17.6175, 20.8160], [20.8654, 18.2050, 19.1940], [19.5957, 18.5666, 20.5820], [19.8873, 21.3040, 20.0352], [20.8805, 20.6795, 18.6904], [21.3720, 22.1456, 19.5689], [24.5564, 18.1950, 18.1127], [23.7133, 19.2658, 16.9119], [22.2244, 19.0729, 17.1497], [24.1396, 20.8934, 17.5614], [25.4695, 18.7548, 18.4962], [24.8818, 17.3366, 17.5762], [23.8031, 17.9682, 18.8601], [23.9319, 20.8588, 18.6648], [23.4334, 21.6196, 17.0337], [25.2042, 21.2003, 17.3267], [18.4069, 19.3248, 17.3250], [19.5358, 19.6106, 16.5061], [17.5234, 19.9894, 17.0329], [18.0946, 18.3078, 17.3567], [18.7244, 19.5303, 18.3738], [20.3398, 19.3075, 16.9840]]
}



Which formula does entry 1 have? C3H9NO2